{
  "formula": "C10H8BrNO",
  "method": "ωB97M-V with the def2-TZVPD basis set",
  "homo_ev": -9.5,
  "e_tot_ha": -3089.78794,
  "e_lumo_ha": 0.0097,
  "orbital_gap_ev": 9.79,
  "smiles": "N#C[C@@]1(Br)COCc2ccccc21",
  "de_lowest_kj_mol": 44.4,
  "species": ["N", "C", "C", "Br", "C", "O", "C", "C", "C", "C", "C", "C", "C", "H", "H", "H", "H", "H", "H", "H", "H"],
  "xyz": [[-2.15, -0.05, -2.78], [-1.85, -0.01, -1.68], [-1.61, -0.10, -0.29], [-3.16, 0.44, 0.80], [-1.41, -1.91, -0.18], [-0.31, -2.14, -1.04], [0.89, -1.69, -0.51], [0.76, -0.24, 0.03], [1.94, 0.34, 0.48], [2.07, 1.66, 0.85], [0.88, 2.41, 0.85], [-0.33, 1.84, 0.60], [-0.38, 0.55, 0.13], [-1.35, -2.12, 0.82], [-2.23, -2.52, -0.62], [1.63, -1.60, -1.26], [1.06, -2.44, 0.42], [2.74, -0.39, 0.60], [3.02, 2.00, 1.22], [0.95, 3.43, 1.10], [-1.18, 2.53, 0.48]],
  "nbo_charge": [-0.28, 0.23, -0.18, 0.05, 0.00, -0.51, -0.07, -0.04, -0.18, -0.20, -0.19, -0.20, -0.09, 0.18, 0.22, 0.22, 0.18, 0.20, 0.22, 0.21, 0.24]
}